# 1
The following is a quantum chemistry calculation of C30H36HgN3O3S2Si2 as an isolated structure, from OMol25.

Calculated values
⟨S²⟩ ... 0.761
Energy relative to the best compared isomer or geometry (same formula, charge and spin) ... 0.106 eV
Multiplicity ... 2
Total charge ... -2

Positions of all 77 atoms, in Å:
Hg  -1.57  -0.62  0.00
C  2.10  -6.06  0.56
Si  3.44  -4.81  0.22
C  4.53  -4.78  1.76
C  4.50  -5.50  -1.18
C  3.07  -3.02  -0.19
C  4.17  -2.17  -0.20
C  4.03  -0.81  -0.46
C  2.75  -0.36  -0.72
N  1.67  -1.13  -0.73
C  1.78  -2.46  -0.46
S  0.36  -3.43  -0.53
H  2.55  -7.02  0.84
H  1.48  -6.20  -0.32
H  1.44  -5.72  1.36
H  4.92  -5.78  2.01
H  3.96  -4.41  2.62
H  5.39  -4.11  1.63
H  4.79  -6.54  -0.98
H  5.41  -4.91  -1.31
H  3.94  -5.48  -2.12
H  5.16  -2.56  -0.01
H  4.87  -0.13  -0.46
H  2.57  0.69  -0.95
C  -4.49  -4.37  0.30
N  -4.82  -3.00  0.67
C  -5.25  -2.12  -0.41
C  -4.28  -2.51  1.78
N  -3.83  -2.16  2.79
H  -5.40  -4.87  -0.05
H  -4.11  -4.90  1.17
H  -3.74  -4.40  -0.49
H  -6.17  -2.51  -0.84
H  -4.49  -2.04  -1.20
H  -5.42  -1.11  -0.03
C  -3.36  5.45  1.77
C  -3.81  4.39  1.01
C  -2.95  3.35  0.66
C  -1.61  3.37  1.04
C  -1.17  4.44  1.83
C  -2.03  5.47  2.19
Si  -0.43  1.96  0.50
C  1.08  2.23  1.63
C  2.37  2.49  1.16
C  3.46  2.55  2.01
C  3.30  2.36  3.38
C  2.02  2.11  3.88
C  0.94  2.04  3.01
C  0.17  2.54  -1.21
C  0.51  3.87  -1.46
C  0.98  4.28  -2.70
C  1.11  3.36  -3.73
C  0.76  2.03  -3.51
C  0.30  1.63  -2.27
H  -4.03  6.25  2.05
H  -4.85  4.35  0.69
H  -3.34  2.51  0.09
H  -0.14  4.48  2.16
H  -1.66  6.30  2.80
H  2.52  2.67  0.10
H  4.45  2.74  1.61
H  4.15  2.41  4.05
H  1.88  1.95  4.94
H  -0.04  1.82  3.42
H  0.42  4.60  -0.66
H  1.24  5.32  -2.86
H  1.48  3.68  -4.70
H  0.85  1.31  -4.32
H  0.05  0.58  -2.10
C  -3.36  2.03  -2.94
S  -4.10  0.59  -2.20
O  -5.40  0.44  -2.85
O  -3.18  -0.51  -2.48
O  -4.21  0.91  -0.78
H  -3.17  1.81  -3.99
H  -2.43  2.25  -2.42
H  -4.07  2.85  -2.84

=====

# 2
The following is a quantum chemistry calculation of a 9-piece molecular cluster, C30H37BrN2O26 overall in a non-equilibrium geometry, from OMol25.

Calculated values
SMILES ... O=C(O)N(Br)c1cccnc1.O=C1OCCO1.O=C1OCCO1.O=C1OCCO1.O=C1OCCO1.O=C1OCCO1.O=C1OCCO1.O=C1OCCO1.O=C1OCCO1
Electronic energy ... -157967.745 eV

Positions of all 96 atoms, in Å:
O  2.01  0.39  -0.29
C  1.90  1.53  -0.58
O  2.67  2.49  -0.02
N  0.92  1.91  -1.55
Br  1.36  3.54  -2.41
C  -0.33  2.00  -0.79
C  -0.65  3.12  -0.03
C  -1.81  3.04  0.71
C  -2.61  1.91  0.67
N  -2.31  0.85  -0.08
C  -1.19  0.91  -0.78
H  2.10  3.18  0.36
H  -0.02  3.99  -0.02
H  -2.09  3.87  1.35
H  -3.50  1.87  1.27
H  -0.92  0.05  -1.38
C  0.70  -2.14  1.32
C  0.61  -2.80  2.68
O  -0.75  -2.52  3.07
C  -1.47  -2.31  1.95
O  -2.66  -2.22  1.93
O  -0.67  -2.21  0.87
H  1.36  -2.66  0.64
H  1.00  -1.10  1.37
H  0.75  -3.87  2.64
H  1.31  -2.38  3.41
C  -1.66  -5.56  4.37
C  -1.72  -6.56  5.51
O  -0.45  -7.22  5.40
C  0.40  -6.40  4.76
O  1.57  -6.56  4.63
O  -0.25  -5.33  4.26
H  -2.18  -4.63  4.57
H  -2.02  -5.98  3.44
H  -1.78  -6.07  6.49
H  -2.54  -7.26  5.41
C  3.06  4.97  2.42
C  3.10  4.33  3.80
O  1.77  4.58  4.28
C  0.95  4.75  3.22
O  -0.23  4.81  3.27
O  1.68  4.85  2.07
H  3.69  4.45  1.69
H  3.33  6.02  2.44
H  3.26  3.25  3.75
H  3.83  4.78  4.46
C  3.63  5.92  -6.29
C  3.72  5.44  -4.85
O  2.39  5.72  -4.37
C  1.55  5.75  -5.43
O  0.37  5.78  -5.35
O  2.25  5.74  -6.59
H  4.25  5.34  -6.97
H  3.88  6.98  -6.39
H  3.90  4.37  -4.77
H  4.45  5.98  -4.26
C  -2.95  7.26  -4.61
C  -3.01  7.19  -6.11
O  -4.42  7.21  -6.37
C  -5.03  7.80  -5.31
O  -6.18  8.11  -5.29
O  -4.16  7.97  -4.29
H  -2.08  7.80  -4.24
H  -2.99  6.28  -4.14
H  -2.56  8.07  -6.59
H  -2.56  6.29  -6.52
C  4.15  -6.26  2.85
C  4.46  -6.62  1.41
O  3.90  -5.51  0.70
C  3.84  -4.45  1.54
O  3.55  -3.35  1.22
O  4.12  -4.83  2.80
H  4.90  -6.61  3.55
H  3.17  -6.61  3.17
H  5.53  -6.67  1.20
H  3.99  -7.55  1.09
C  0.63  -1.35  -3.19
C  0.55  -2.82  -2.83
O  0.75  -3.44  -4.10
C  1.42  -2.58  -4.91
O  1.89  -2.86  -5.96
O  1.49  -1.35  -4.34
H  1.06  -0.74  -2.39
H  -0.34  -0.94  -3.48
H  1.35  -3.12  -2.16
H  -0.40  -3.11  -2.41
C  -6.11  -4.14  3.36
C  -5.27  -3.92  2.12
O  -4.26  -4.92  2.28
C  -4.73  -5.89  3.08
O  -4.16  -6.92  3.27
O  -5.90  -5.53  3.64
H  -7.17  -3.94  3.21
H  -5.76  -3.55  4.21
H  -5.82  -4.13  1.20
H  -4.82  -2.94  2.05

=====

# 3
The following is a quantum chemistry calculation of C30H37N2O4SSnTe as an isolated structure, from OMol25.

Calculated values
⟨S²⟩ ... 0.758
Energy relative to the best compared isomer or geometry (same formula, charge and spin) ... 0.000 eV
Multiplicity ... 2
Total charge ... +2

Positions of all 76 atoms, in Å:
Sn  0.35  2.84  -0.74
N  -1.86  3.48  -0.69
C  -2.52  3.55  0.64
C  -2.35  2.25  1.43
C  -0.91  2.01  1.83
O  -0.50  2.21  2.94
O  -0.12  1.60  0.83
H  -1.97  4.37  -1.16
H  -2.33  2.79  -1.27
H  -3.58  3.76  0.51
H  -2.08  4.38  1.18
H  -2.71  1.40  0.84
H  -2.95  2.31  2.33
C  0.34  -5.01  4.42
C  0.46  -4.10  3.24
C  -0.01  -4.49  1.99
C  0.09  -3.67  0.87
C  -0.41  -4.18  -0.45
C  0.68  -2.41  1.05
Te  0.83  -1.05  -0.51
N  -1.09  -1.00  -0.99
C  -1.55  -0.18  -2.01
O  -1.24  1.01  -2.02
C  -2.45  -0.82  -2.98
C  -2.60  -0.23  -4.23
C  -3.42  -0.83  -5.17
C  -4.09  -2.00  -4.85
C  -3.95  -2.59  -3.60
C  -3.13  -2.00  -2.66
C  1.59  -2.14  -2.14
C  0.81  -2.45  -3.24
C  1.39  -3.11  -4.31
C  2.73  -3.46  -4.25
C  3.50  -3.14  -3.13
C  2.94  -2.47  -2.05
C  3.77  -2.12  -0.84
C  1.19  -1.98  2.29
C  1.85  -0.65  2.54
C  1.06  -2.85  3.36
H  -0.19  -5.93  4.18
H  -0.19  -4.51  5.24
H  1.33  -5.27  4.80
H  -0.47  -5.46  1.87
H  -1.02  -5.06  -0.31
H  0.41  -4.45  -1.11
H  -1.02  -3.44  -0.97
H  -2.07  0.69  -4.46
H  -3.54  -0.38  -6.15
H  -4.74  -2.47  -5.59
H  -4.49  -3.49  -3.36
H  -3.03  -2.43  -1.67
H  -0.25  -2.20  -3.28
H  0.80  -3.36  -5.18
H  3.19  -3.99  -5.08
H  4.54  -3.42  -3.10
H  4.79  -2.47  -0.95
H  3.37  -2.59  0.07
H  3.82  -1.04  -0.69
H  2.22  -0.16  1.65
H  2.70  -0.79  3.21
H  1.16  0.04  3.03
H  1.44  -2.55  4.33
O  0.40  4.47  0.74
S  1.49  4.60  1.85
C  0.57  5.13  3.32
C  0.69  6.66  3.45
C  1.12  7.21  2.09
C  2.17  6.24  1.57
H  0.97  4.57  4.16
H  -0.45  4.77  3.14
H  1.45  6.90  4.19
H  -0.25  7.08  3.79
H  1.52  8.22  2.16
H  0.27  7.24  1.39
H  3.09  6.28  2.17
H  2.43  6.32  0.52

=====

# 4
The following is a quantum chemistry calculation of C30H37N6O2PRuS as an isolated structure in a non-equilibrium geometry, from OMol25.

Calculated values
⟨S²⟩ ... 0.770
Energy relative to the best compared isomer or geometry (same formula, charge and spin) ... 2.178 eV
Multiplicity ... 2
Total charge ... -1

Positions of all 78 atoms, in Å:
Ru  0.10  -0.71  -0.15
O  -0.46  0.92  -1.50
C  -0.06  1.38  -2.63
C  -0.98  2.10  -3.45
C  -0.63  2.56  -4.69
C  0.66  2.36  -5.22
C  1.58  1.72  -4.42
C  1.26  1.26  -3.13
C  2.33  0.75  -2.31
N  2.22  0.42  -1.09
C  3.46  0.00  -0.44
C  3.37  -1.49  -0.14
N  2.27  -1.72  0.78
C  2.58  -1.76  2.01
C  1.66  -1.99  3.10
C  2.15  -1.95  4.42
C  1.33  -2.17  5.50
C  -0.03  -2.45  5.25
C  -0.54  -2.50  3.98
C  0.28  -2.25  2.83
O  -0.22  -2.27  1.66
H  -1.98  2.24  -3.06
H  -1.37  3.09  -5.28
H  0.92  2.71  -6.21
H  2.60  1.58  -4.77
H  3.32  0.73  -2.79
H  3.56  0.54  0.50
H  4.34  0.21  -1.06
H  4.33  -1.84  0.26
H  3.17  -2.02  -1.07
H  3.64  -1.66  2.31
H  3.20  -1.74  4.57
H  1.72  -2.13  6.51
H  -0.69  -2.64  6.09
H  -1.58  -2.71  3.80
C  -1.43  1.97  0.95
N  -0.17  1.21  1.20
C  -0.20  0.75  2.61
N  -0.32  1.86  3.55
C  -1.55  2.58  3.24
N  -1.56  3.10  1.88
C  -0.40  3.97  1.71
N  0.87  3.27  1.96
C  0.96  2.14  1.04
C  0.81  2.75  3.33
H  -2.28  1.29  1.06
H  -1.41  2.33  -0.07
H  0.72  0.21  2.82
H  -1.04  0.07  2.73
H  -1.66  3.42  3.94
H  -2.40  1.91  3.37
H  -0.48  4.81  2.40
H  -0.39  4.35  0.69
H  1.88  1.60  1.23
H  0.96  2.50  0.01
H  0.74  3.59  4.03
H  1.73  2.20  3.54
C  0.48  -2.68  -3.22
P  -0.38  -2.22  -1.69
C  -0.76  -3.83  -0.95
C  -1.96  -1.65  -2.31
C  -2.10  -0.83  -3.40
C  -3.31  -0.17  -3.68
C  -4.40  -0.31  -2.79
C  -4.31  -1.10  -1.68
C  -3.05  -1.79  -1.32
H  0.78  -1.79  -3.79
H  -0.17  -3.30  -3.83
H  1.39  -3.24  -2.97
H  -1.42  -4.42  -1.59
H  -1.22  -3.65  0.02
H  0.18  -4.37  -0.79
H  -1.25  -0.66  -4.05
H  -3.39  0.45  -4.56
H  -5.32  0.22  -2.99
H  -5.14  -1.20  -1.00
H  -3.23  -2.83  -1.03
S  -2.29  -1.07  0.25

=====

# 5
The following is a quantum chemistry calculation of C30H38ClO6PTi as an isolated structure in a non-equilibrium geometry, from OMol25.

Calculated values
Electronic energy ... -88897.464 eV
Total charge ... +4

Positions of all 77 atoms, in Å:
Ti  0.51  0.71  -0.74
C  2.67  1.01  1.37
C  3.06  -0.27  0.66
O  1.90  -0.62  -0.16
C  1.94  -1.93  -0.79
C  1.48  -1.72  -2.22
O  0.41  -0.72  -2.12
C  -0.47  -0.63  -3.28
C  -1.79  -0.12  -2.74
O  -1.52  0.93  -1.77
C  -1.93  2.26  -2.18
C  -0.69  3.13  -2.44
O  0.47  2.27  -2.39
C  1.49  2.67  -3.35
C  2.61  1.65  -3.27
O  2.86  1.33  -1.90
C  3.57  2.36  -1.19
C  2.62  2.93  -0.15
O  1.89  1.82  0.44
H  3.55  1.56  1.70
H  2.04  0.81  2.22
H  3.24  -1.07  1.38
H  3.92  -0.16  0.00
H  1.27  -2.59  -0.25
H  2.95  -2.33  -0.76
H  1.09  -2.64  -2.63
H  2.28  -1.33  -2.85
H  -0.60  -1.61  -3.73
H  -0.03  0.05  -4.01
H  -2.34  -0.90  -2.21
H  -2.42  0.24  -3.55
H  -2.56  2.67  -1.40
H  -2.54  2.18  -3.08
H  -0.59  3.92  -1.69
H  -0.76  3.61  -3.41
H  1.83  3.68  -3.12
H  1.06  2.67  -4.36
H  3.50  2.03  -3.77
H  2.33  0.72  -3.76
H  3.93  3.14  -1.86
H  4.44  1.90  -0.72
H  1.87  3.59  -0.59
H  3.15  3.48  0.63
Cl  -0.76  2.36  0.65
C  -2.22  1.66  1.34
C  -3.21  2.50  1.82
C  -4.34  1.91  2.37
C  -4.48  0.54  2.39
C  -3.47  -0.29  1.91
C  -2.30  0.27  1.40
P  -0.83  -0.73  0.97
C  0.10  -0.83  2.52
C  -0.03  0.15  3.52
C  0.64  0.00  4.72
C  1.46  -1.10  4.94
C  1.61  -2.07  3.95
C  0.94  -1.93  2.74
C  -1.41  -2.42  0.66
C  -1.83  -3.18  1.75
C  -2.40  -4.43  1.54
C  -2.55  -4.93  0.25
C  -2.09  -4.19  -0.84
C  -1.52  -2.94  -0.63
H  -3.11  3.57  1.78
H  -5.12  2.55  2.77
H  -5.39  0.09  2.79
H  -3.61  -1.36  1.93
H  -0.69  1.00  3.38
H  0.51  0.74  5.50
H  1.97  -1.22  5.88
H  2.22  -2.94  4.13
H  1.03  -2.72  2.00
H  -1.72  -2.82  2.77
H  -2.73  -5.01  2.39
H  -3.01  -5.89  0.09
H  -2.17  -4.59  -1.84
H  -1.15  -2.38  -1.48

=====

# 6
The following is a quantum chemistry calculation of C30H38CrFN7O2S as an isolated structure in a non-equilibrium geometry, from OMol25.

Calculated values
⟨S²⟩ ... 0.763
Multiplicity ... 2
Electronic energy ... -88221.857 eV
Total charge ... +1

Positions of all 80 atoms, in Å:
Cr  -0.52  0.13  0.04
N  -2.27  1.30  0.02
C  -3.37  0.77  0.84
C  -3.31  -0.73  0.67
N  -1.94  -1.10  1.07
H  -2.06  2.27  0.25
H  -2.51  1.28  -0.97
H  -4.33  1.20  0.56
H  -3.17  1.02  1.88
H  -3.45  -1.01  -0.38
H  -4.06  -1.24  1.27
H  -1.74  -2.06  0.84
H  -1.85  -0.99  2.07
C  1.26  3.60  2.45
C  -0.25  3.52  2.67
C  -0.96  4.11  1.44
C  -0.79  2.19  3.22
C  -1.72  2.33  4.25
C  -2.20  1.25  4.96
C  -1.66  0.00  4.73
C  -0.70  -0.21  3.73
C  -0.02  -1.59  3.80
C  1.30  -1.52  4.58
C  0.19  -2.42  2.52
C  -0.38  0.88  2.89
N  0.32  0.62  1.66
C  1.73  0.63  1.70
C  2.53  1.06  2.76
C  3.91  1.02  2.65
C  4.53  0.56  1.50
C  3.76  0.11  0.43
C  2.40  0.17  0.59
F  1.56  -0.27  -0.43
H  1.52  4.64  2.24
H  1.58  3.01  1.60
H  1.81  3.29  3.33
H  -0.47  4.22  3.48
H  -0.61  3.63  0.52
H  -0.70  5.16  1.35
H  -2.05  4.06  1.53
H  -2.06  3.33  4.50
H  -2.95  1.39  5.74
H  -1.95  -0.83  5.36
H  -0.70  -2.17  4.43
H  2.13  -1.22  3.95
H  1.53  -2.51  4.97
H  1.23  -0.83  5.43
H  0.59  -1.84  1.69
H  -0.72  -2.92  2.21
H  0.92  -3.21  2.73
H  2.06  1.41  3.67
H  4.51  1.37  3.48
H  5.61  0.54  1.42
H  4.19  -0.25  -0.49
N  -3.96  3.89  -6.24
C  -3.03  3.36  -5.40
C  -2.87  3.87  -4.10
C  -1.94  3.31  -3.24
C  -1.16  2.24  -3.67
C  -1.30  1.73  -4.95
C  -2.23  2.28  -5.81
S  -0.07  1.45  -2.57
O  1.13  1.08  -3.24
O  0.03  2.24  -1.34
N  -0.87  0.15  -1.97
C  -0.56  -1.13  -2.33
N  -0.36  -1.53  -3.58
C  -0.06  -2.81  -3.73
C  0.04  -3.70  -2.67
C  -0.19  -3.19  -1.41
N  -0.50  -1.90  -1.23
H  -4.39  4.77  -6.01
H  -3.95  3.64  -7.21
H  -3.47  4.71  -3.78
H  -1.80  3.72  -2.25
H  -0.69  0.90  -5.27
H  -2.34  1.89  -6.81
H  0.10  -3.15  -4.75
H  0.28  -4.74  -2.82
H  -0.11  -3.80  -0.52